49
Properties=species:S:1:pos:R:3:forces:R:3 method="wB97M-V/def2-TZVPD" max_force_ev_per_a=2.1 relative_energy_kcal_mol=31.4 lumo_ev=0.1 homo_lumo_gap_ev=8.674 homo_ev=-8.55 spin_multiplicity=1
C 2.239538 0.070758 -0.817068 1.7193 -0.3097 0.3928
C 0.781538 0.243205 -0.695865 -0.5097 -0.3035 -0.4542
C -0.121108 -0.577942 -0.152142 -0.3667 0.0131 0.7106
C 0.286032 -1.749483 0.707031 0.0141 -1.4877 -0.8745
C -1.617119 -0.281225 -0.384952 1.1473 -0.2972 -0.6007
C -2.208644 0.909217 0.400487 -0.5101 -0.3692 -0.9141
C -3.578627 0.580959 1.061510 1.6631 1.0072 0.7932
O -3.227753 0.338063 2.447101 -0.2527 -0.0965 0.6214
H 2.613031 -0.170154 -1.827849 -0.5831 0.2526 -0.0174
H 2.808692 0.968662 -0.516159 -0.3049 -0.1578 -0.0604
H 2.662881 -0.749991 -0.228995 -0.2529 0.1415 0.1351
H 0.417024 1.110236 -1.229393 -0.2425 -0.0963 0.0103
H 1.260219 -2.129217 0.393494 0.4168 0.6631 0.6294
H 0.214103 -1.622784 1.790485 0.2060 0.4229 -0.1616
H -0.248797 -2.697240 0.542163 -0.8486 0.5464 -0.2646
H -2.215425 -1.197350 -0.241455 0.3396 0.3998 -0.0127
H -1.563987 -0.099672 -1.484128 -0.9016 0.1000 0.6915
H -1.527337 1.266456 1.172595 -0.0270 -0.2495 0.2046
H -2.288308 1.774912 -0.275652 -0.2565 -0.2787 0.1179
H -4.155308 1.491069 0.983751 -0.6954 0.0267 0.0954
H -4.083581 -0.286821 0.654434 -0.0562 -0.0222 -0.2728
H -3.956503 0.439832 3.086542 0.1736 -0.1073 -0.8563
O 1.099649 3.587673 0.191372 -0.1811 0.0210 -0.0811
H 1.916352 3.201714 -0.154222 -0.1169 -0.0638 0.3177
H 0.773471 2.940115 0.843672 0.5295 0.0252 -0.3566
O -1.989985 -2.983137 -1.936107 0.2609 -0.6164 0.1823
H -1.799674 -3.924122 -2.048514 -0.3640 0.0556 0.0710
H -1.158404 -2.609413 -2.251836 -0.0467 0.4346 -0.3971
O -0.278383 3.211731 -2.167857 -0.1712 -0.8237 0.2867
H -0.208373 4.013602 -2.674788 0.1932 0.5384 0.1260
H 0.193083 3.286683 -1.305656 -0.2467 0.5991 -0.4491
O -0.307058 0.439928 3.626940 -0.8451 0.4977 -0.2533
H -0.907958 1.206743 3.610760 0.2511 -0.1399 0.3662
H -0.909645 -0.202829 3.225259 0.0974 -0.2739 -0.0344
O -0.172114 -1.756257 -3.952008 -0.0369 -0.7306 0.2535
H -0.821496 -1.167696 -4.367594 0.5517 -0.0500 0.4360
H 0.253358 -1.239844 -3.246546 -0.3658 0.2272 -0.6596
O 3.774255 -2.899261 0.519304 0.2824 0.0660 -0.0547
H 3.174106 -3.652567 0.514499 0.0822 0.1772 0.2253
H 3.696666 -2.472611 1.391577 -0.3477 -0.3635 -0.3020
O 1.533289 1.295829 1.777551 0.2218 0.3992 0.3499
H 2.170422 1.720155 2.367373 -0.0426 -0.0210 0.0093
H 0.720931 1.224136 2.311072 0.2316 -0.5083 0.1342
O 2.595942 -1.610107 2.737906 -1.0019 0.2882 0.9546
H 2.232907 -0.746227 2.488458 0.3932 0.1921 -0.4622
H 1.839883 -1.916240 3.279465 0.8295 -0.2633 -0.2490
O -0.020562 0.769474 -3.492939 0.4156 0.2523 -0.5583
H 0.806018 1.285382 -3.516159 -0.7681 -0.1221 0.0956
H -0.697237 1.365651 -3.156899 0.3228 0.4054 0.1359



51
Properties=species:S:1:pos:R:3:forces:R:3 method="wB97M-V/def2-TZVPD" max_force_ev_per_a=5.2 lumo_ev="2.6 / 2.6" total_charge=-1 homo_lumo_gap_ev="3.402 / 6.478" homo_ev="-0.84 / -3.92" spin_multiplicity=2
O -0.976911 2.738093 -1.868158 0.4508 1.1152 -0.4385
C -1.766393 1.962014 -1.390674 -0.3846 -0.8755 0.0345
C -1.379804 0.566060 -1.061026 -0.8925 0.4600 0.6074
C -0.454562 0.482927 0.202973 0.0685 -0.9321 -1.2496
C -1.198828 0.450509 1.489257 -0.6727 0.8590 0.8278
C -1.961209 1.555505 1.831625 -0.3758 0.7527 0.1354
C -1.457301 -0.899803 3.621340 0.0943 0.1880 0.4249
C -1.171777 -0.719777 2.300621 -0.1514 0.8086 -0.3362
H -2.817686 2.261106 -1.199942 0.1605 0.0965 0.0427
H -2.288319 -0.033002 -0.941915 0.2037 -0.0364 0.4524
H -0.867980 0.134292 -1.893365 0.6062 -0.0628 -0.7504
H 0.350504 1.230654 0.178980 -0.4785 0.4880 -0.0105
H 0.126726 -0.406029 -0.053624 -0.1553 -0.5334 0.8712
H -2.193744 2.410071 1.202362 0.6911 0.0116 -0.3366
H -2.461680 1.695156 2.783345 0.0466 -0.5597 0.1836
H -1.248601 -1.830530 4.116998 -0.3039 -0.5222 -0.1128
H -1.678117 -0.092237 4.300851 0.1306 0.4016 -0.0137
H -1.176061 -1.569488 1.667637 1.3486 -1.0872 0.0871
H 1.738513 -2.365699 1.611249 -0.2456 0.7599 0.4382
H 1.432936 -1.177028 2.539498 -0.5026 0.1607 -0.0178
O 2.122625 -1.543008 1.980497 0.8613 -0.5592 -0.0033
H 1.178397 -1.780866 -1.879445 -0.5016 -1.0844 -0.1314
H -0.041270 -2.825056 -2.149479 0.7416 0.6564 0.2725
O 0.711820 -2.599363 -1.570149 -0.2278 0.0482 -0.0001
H -4.503190 0.573385 1.733010 0.5887 0.0138 -0.6648
H -4.785915 -0.162772 2.947265 0.1562 -0.6598 0.3540
O -4.652353 -0.339777 2.011327 -0.8472 0.6732 0.3996
H 2.122119 2.037196 -2.357123 -0.4362 0.3494 -0.1914
H 2.056672 0.710386 -1.585871 -1.1527 0.8266 1.4826
O 1.928347 1.077542 -2.456821 -1.8095 4.9012 0.0011
H 0.626290 -4.125999 1.712523 -0.6657 0.7936 0.0450
H 0.402266 -3.347359 0.450712 -0.4127 0.5482 -0.0120
O 0.235184 -3.269871 1.413510 0.9723 -2.0861 -0.5634
H 3.384237 1.571493 1.264138 -0.9138 0.3628 0.3013
H 3.929601 2.651477 0.566815 0.2826 0.9131 -0.3960
O 3.263037 2.550397 1.246363 0.5033 -1.0469 -0.1059
H 2.691108 0.129539 -2.551558 0.8973 -0.2587 -1.9506
H 3.582922 -1.081391 -2.513331 0.3792 -1.0054 -0.0220
O 2.680005 -0.820649 -2.354772 2.0412 -4.7051 0.4408
H -0.480264 0.153026 -4.424774 0.7185 -0.8909 -0.6303
H 0.662926 0.159301 -3.550448 0.5891 -0.7913 -0.9255
O 0.391721 -0.316022 -4.381571 -1.4257 1.6720 1.3606
H -3.915718 -1.546995 0.952387 1.2148 -0.4512 -0.7451
H -2.418283 -1.824097 0.837195 0.4785 0.1885 0.4421
O -3.221638 -1.950989 0.354427 -1.9816 -0.0519 -0.1948
H 0.853369 3.565296 -2.436449 0.0731 0.0256 0.3903
H 1.540518 3.363642 -1.098319 -0.1342 0.2403 0.2454
O 1.723522 3.641661 -2.004488 0.0326 0.0677 -0.2766
H 3.075363 -0.310093 -0.681665 0.2121 -0.6525 0.6432
H 2.968993 -0.690274 0.872045 -0.2370 0.3028 -0.3924
O 3.337892 -0.042533 0.216035 0.3653 0.1673 -0.0122